Here is a cluster of 2 separate species, C3H10N2O3 in total at a distorted geometry from OMol25. Energies are from wB97M-V/def2-TZVPD.

Values from the calculation:
Energy above the lowest of the compared OMol25 structures with the same formula, charge and spin = 34.0 kcal per mole
E_tot = -12386.1806 eV
Molar mass = 122.12 Da
Gap between HOMO and LUMO (spin up / spin down) = 10.110 / 4.341 eV
Multiplicity = 2
Net charge = +1
Strongest force on any atom = 0.09655 hartree/bohr

Last columns: bonded neighbours and bond lengths (Å).
Cartesian coordinates (Å):
1 O 1.0261 -0.0137 -2.2758  C4 1.404, H12 0.968
2 H -0.5342 -1.9822 -2.1711  N9 1.027
3 O -0.8196 2.9473 2.8044  H5 0.980, C13 1.362
4 C 0.5269 -0.6544 -1.1309  O1 1.404, N9 1.461, H10 1.128, H15 1.124
5 H -0.6203 3.8445 2.4638  O3 0.980
6 H -1.1601 -1.9332 0.2872  C11 1.125
7 H 0.4772 -2.8163 0.4709  C11 1.098
8 H -0.4602 2.0898 -0.0909  N14 1.029
9 N 0.1597 -2.0394 -1.4165  H2 1.027, C4 1.461, C11 1.465
10 H -0.3681 -0.0870 -0.7451  C4 1.128
11 C -0.3831 -2.6010 -0.1773  H6 1.125, H7 1.098, N9 1.465, H18 1.114
12 H 1.7122 -0.5900 -2.6420  O1 0.968
13 C -0.4213 2.0264 1.8829  O3 1.362, N14 1.471, O16 1.209
14 N 0.0329 2.6402 0.6257  H8 1.029, C13 1.471, H17 1.020
15 H 1.2254 -0.6944 -0.2511  C4 1.124
16 O -0.5224 0.8410 2.0970  C13 1.209
17 H 1.0516 2.5816 0.6219  N14 1.020
18 H -0.9227 -3.5592 -0.3533  C11 1.114